#a
A structure of composition C20H16As2NO15S2Tc, computed with ωB97M-V/def2-TZVPD.

Positions of all 57 atoms, in Å:
Tc 0.084 -0.393 -0.573
O 2.854 0.030 2.079
As 1.259 -0.411 2.759
O 1.073 0.514 4.091
O 0.162 -0.218 1.491
C 1.505 -2.248 3.260
C 2.312 -2.432 4.382
C 2.601 -3.706 4.843
C 2.056 -4.808 4.194
C 1.218 -4.633 3.107
C 0.937 -3.355 2.636
S 0.536 -3.557 0.020
O 1.970 -3.384 0.055
O 0.031 -3.199 1.621
O -0.209 -2.342 -0.575
H 3.370 0.295 2.853
H 2.695 -1.560 4.900
H 3.233 -3.840 5.711
H 2.270 -5.809 4.549
H 0.760 -5.480 2.611
O 3.336 1.806 -0.169
As 3.453 0.288 -1.090
O 2.741 1.104 -2.635
O 2.001 -0.556 -0.708
C 2.698 2.428 -2.827
C 3.816 3.144 -3.252
C 3.729 4.500 -3.509
C 2.527 5.186 -3.361
C 1.404 4.499 -2.945
C 1.496 3.135 -2.677
S 0.047 2.343 -2.119
O -1.021 3.278 -2.160
O -0.214 1.191 -3.124
O 0.309 1.705 -0.811
H 3.019 1.586 0.721
H 4.748 2.607 -3.374
H 4.613 5.035 -3.834
H 2.468 6.246 -3.570
H 0.453 4.996 -2.815
N 0.174 -1.081 -3.539
C 0.020 -0.229 -2.657
H 0.134 -0.695 -4.483
O -3.308 0.482 1.728
C -4.352 0.185 0.935
C -5.622 0.339 1.497
C -6.753 0.047 0.763
C -6.650 -0.407 -0.551
C -5.394 -0.560 -1.106
C -4.234 -0.268 -0.388
C -2.925 -0.465 -1.091
O -2.845 -0.933 -2.198
O -1.884 -0.046 -0.372
H -2.485 0.331 1.217
H -5.684 0.688 2.520
H -7.728 0.174 1.219
H -7.537 -0.636 -1.127
H -5.266 -0.912 -2.121

Summary:
Kohn-Sham gap (alpha / beta) (eV): 8.42 / 7.80
Multiplicity: 4
LUMO (alpha / beta) (Eh): 0.08910 / 0.06623
⟨S²⟩: 3.77
Charge: -1
E_HOMO (alpha / beta) (eV): -5.995 / -5.993

Atomic partial charges in e from the Löwdin method, atoms 1 to 2: atom 1 (Tc): 1.69, atom 2 (O): -0.29

---

#b
A structure of composition C20H16As2NO15S2Tc, computed with ωB97M-V/def2-TZVPD.

Positions of all 57 atoms, in Å:
Tc -0.472 0.218 0.470
O -1.556 -4.057 -0.376
As -0.895 -2.688 -1.208
O -1.448 -2.574 -2.726
O -1.325 -1.375 -0.200
C 1.038 -2.818 -1.215
C 1.584 -3.038 -2.474
C 2.960 -3.070 -2.646
C 3.800 -2.871 -1.561
C 3.264 -2.645 -0.302
C 1.891 -2.621 -0.132
S 1.275 -2.284 1.504
O 0.105 -3.102 1.681
O 2.365 -2.461 2.415
O 0.931 -0.798 1.457
H -1.251 -3.988 0.549
H 0.910 -3.162 -3.313
H 3.375 -3.244 -3.631
H 4.874 -2.885 -1.692
H 3.897 -2.480 0.559
O -2.416 1.540 4.343
As -1.418 0.248 3.728
O -1.780 -1.146 4.458
O -1.660 0.342 2.045
C 0.435 0.731 4.062
C 1.065 -0.099 4.979
C 2.408 0.070 5.279
C 3.137 1.068 4.654
C 2.524 1.898 3.729
C 1.181 1.733 3.434
S 0.493 2.834 2.215
O -0.810 3.252 2.673
O 1.444 3.884 1.986
O 0.380 1.999 0.957
H -2.167 2.335 3.835
H 0.489 -0.899 5.427
H 2.886 -0.592 5.990
H 4.189 1.199 4.876
H 3.074 2.682 3.226
N 1.891 0.346 -1.564
C 0.680 0.419 -1.299
H 2.111 0.582 -2.532
O -4.144 2.018 -1.594
C -3.633 1.990 -2.829
C -4.484 2.361 -3.875
C -4.034 2.357 -5.175
C -2.723 1.982 -5.482
C -1.879 1.612 -4.464
C -2.311 1.615 -3.129
C -1.393 1.210 -2.077
O -0.203 0.834 -2.434
O -1.730 1.241 -0.871
H -3.469 1.731 -0.953
H -5.498 2.642 -3.626
H -4.710 2.645 -5.970
H -2.380 1.974 -6.507
H -0.865 1.303 -4.673

Summary:
Kohn-Sham gap (alpha / beta) (eV): 8.67 / 8.43
Multiplicity: 4
LUMO (alpha / beta) (Eh): 0.06021 / 0.04427
⟨S²⟩: 3.77
Charge: -1
E_HOMO (alpha / beta) (eV): -7.035 / -7.223

Atomic partial charges in e from the Löwdin method, atoms 1 to 2: atom 1 (Tc): 1.70, atom 2 (O): -0.22

---

Which structure wins on stability? #b wins.

---

#a
The molecule C22H26N4O, computed with ωB97M-V/def2-TZVPD.

Positions of all 53 atoms, in Å:
C -0.630 -4.551 -1.153
C 0.224 -3.373 -0.802
C 0.436 -3.039 0.529
C 1.175 -1.924 0.876
C 1.738 -1.117 -0.103
C 1.523 -1.445 -1.436
C 0.781 -2.561 -1.779
H 0.624 -2.794 -2.824
H 1.927 -0.813 -2.214
C 2.485 0.160 0.237
C 1.457 1.215 0.011
N 1.454 2.081 -0.962
O 0.284 2.776 -0.820
C -0.339 2.259 0.246
N 0.338 1.300 0.793
C -1.696 2.722 0.658
N -2.692 2.670 -0.398
C -2.579 3.767 -1.338
H -2.619 4.708 -0.790
H -3.427 3.729 -2.020
H -1.653 3.739 -1.927
C -2.731 1.386 -1.086
C -2.985 0.239 -0.151
C -3.959 0.323 0.838
C -4.179 -0.768 1.660
C -3.423 -1.912 1.449
N -2.501 -2.007 0.508
C -2.283 -0.956 -0.261
H -1.509 -1.080 -1.008
H -3.563 -2.796 2.058
H -4.923 -0.735 2.441
H -4.526 1.236 0.952
H -3.559 1.439 -1.803
H -1.811 1.191 -1.664
H -1.639 3.751 1.023
H -2.008 2.073 1.481
C 3.745 0.400 -0.625
H 3.516 1.106 -1.421
H 4.074 -0.536 -1.074
C 4.819 0.958 0.323
H 5.560 0.188 0.544
H 5.339 1.812 -0.109
C 4.068 1.327 1.601
H 4.716 1.342 2.477
H 3.606 2.310 1.496
C 2.989 0.255 1.686
H 2.188 0.510 2.378
H 3.434 -0.697 1.979
H 1.298 -1.678 1.919
H -0.001 -3.651 1.304
H -0.608 -4.750 -2.222
H -1.657 -4.347 -0.853
H -0.295 -5.441 -0.623

Summary:
Kohn-Sham gap (eV): 9.35
LUMO (Eh): 0.02896
SMILES string: Cc1ccc(C2(c3noc(CN(C)Cc4cccnc4)n3)CCCC2)cc1
E_HOMO (eV): -8.566

Atomic partial charges in e from the Löwdin method, atoms 1 to 2: atom 1 (C): -0.05, atom 2 (C): -0.30

---

#b
The molecule C22H26N4O, computed with ωB97M-V/def2-TZVPD.

Positions of all 53 atoms, in Å:
C -0.957 4.358 0.685
H -1.305 5.227 0.132
H -0.483 4.684 1.605
H -1.808 3.737 0.949
C 0.029 3.556 -0.154
C 0.512 2.358 0.589
N 0.127 2.040 1.788
C 0.817 0.903 2.122
C 0.810 0.158 3.295
C 1.623 -0.953 3.352
C 2.435 -1.321 2.278
C 2.470 -0.586 1.109
C 1.650 0.529 1.044
N 1.433 1.478 0.068
C 2.124 1.544 -1.193
H 3.167 1.844 -1.036
C 2.168 0.180 -1.893
O 3.230 -0.348 -2.164
N 0.984 -0.398 -2.167
C -0.316 0.210 -1.972
H -0.604 0.194 -0.913
C -1.351 -0.565 -2.793
N -1.464 -1.956 -2.399
C -0.192 -2.500 -1.942
C 0.966 -1.780 -2.618
H 1.922 -2.229 -2.338
H 0.869 -1.832 -3.707
H -0.166 -3.565 -2.192
H -0.065 -2.396 -0.853
C -2.582 -2.265 -1.513
C -2.561 -1.541 -0.188
C -3.146 -0.285 -0.056
C -3.058 0.417 1.132
C -2.390 -0.129 2.214
C -1.827 -1.388 2.105
C -1.913 -2.089 0.914
H -1.489 -3.081 0.848
H -1.316 -1.829 2.948
H -2.316 0.424 3.137
H -3.515 1.392 1.216
H -3.687 0.144 -0.888
H -2.563 -3.346 -1.350
H -3.497 -2.018 -2.059
H -1.060 -0.528 -3.850
H -2.322 -0.081 -2.702
H -0.294 1.249 -2.312
H 1.643 2.284 -1.837
H 3.117 -0.867 0.294
H 3.061 -2.197 2.367
H 1.642 -1.554 4.250
H 0.191 0.454 4.127
H -0.454 3.240 -1.085
H 0.887 4.182 -0.420

Summary:
Kohn-Sham gap (eV): 8.98
LUMO (Eh): 0.02218
SMILES string: CCc1nc2ccccc2n1CC(=O)N1CCN(Cc2ccccc2)CC1
E_HOMO (eV): -8.375

Atomic partial charges in e from the Löwdin method, atoms 1 to 2: atom 1 (C): -0.10, atom 2 (H): 0.07

---

Which structure wins on stability? #b wins.

---

#a
The molecule C2H2ClF, computed with ωB97M-V/def2-TZVPD.

Positions of all 6 atoms, in Å:
C -0.488 0.296 0.208
C 0.597 -0.534 0.023
H 1.519 0.024 -0.205
H 0.752 -1.563 -0.042
F -0.207 1.617 0.007
Cl -2.172 0.159 0.009

Summary:
Kohn-Sham gap (eV): 10.43
LUMO (Eh): 0.02343
SMILES string: C=C(F)Cl
E_HOMO (eV): -9.791

Atomic partial charges in e from the Löwdin method, atoms 1 to 2: atom 1 (C): -0.79, atom 2 (C): 0.04

---

#b
A cluster of 2 separate species, C2H2ClF in total, computed with ωB97M-V/def2-TZVPD.

Positions of all 6 atoms, in Å:
C 0.471 1.067 -0.115
C -0.725 0.851 -0.120
F 1.089 -1.748 0.123
Cl -2.386 0.744 0.069
H 1.446 0.883 0.094
H 0.105 -1.797 -0.050

Summary:
Kohn-Sham gap (eV): 10.86
LUMO (Eh): 0.01753
SMILES string: C#CCl.F
E_HOMO (eV): -10.383

Atomic partial charges in e from the Löwdin method, atoms 1 to 2: atom 1 (C): 0.04, atom 2 (C): -0.70

---

Which structure wins on stability? #a wins.

---

#a
The molecule N2P2S, computed with ωB97M-V/def2-TZVPD.

Positions of all 5 atoms, in Å:
N 1.309 0.243 -0.002
N -1.401 0.223 0.001
P 0.044 1.155 0.002
P -1.972 -1.181 0.000
S 2.207 -1.042 0.001

Summary:
Kohn-Sham gap (alpha / beta) (eV): 7.37 / 6.06
LUMO (alpha / beta) (Eh): -0.05154 / -0.05743
E_HOMO (alpha / beta) (eV): -8.777 / -7.623

Atomic partial charges in e from the Löwdin method, atoms 1 to 2: atom 1 (N): -1.00, atom 2 (N): -0.81

---

#b
A cluster of 2 separate species, N2P2S in total, computed with ωB97M-V/def2-TZVPD.

Positions of all 5 atoms, in Å:
N 1.265 1.117 0.470
N -1.053 -0.584 0.002
P 1.853 0.010 -0.251
P -1.719 0.728 -0.119
S -0.396 -2.021 0.123

Summary:
Kohn-Sham gap (eV): 7.98
LUMO (Eh): -0.03102
SMILES string: P#[N+][S-].N#P
E_HOMO (eV): -8.821

Atomic partial charges in e from the Löwdin method, atoms 1 to 2: atom 1 (N): -0.57, atom 2 (N): -1.28

---

Which structure wins on stability? #b wins.

---

#a
The molecule C5H11OP, computed with ωB97M-V/def2-TZVPD.

Positions of all 18 atoms, in Å:
C -3.100 -0.033 0.400
C -2.119 -0.369 -0.424
C 2.208 -0.443 -0.515
C 0.461 1.368 0.325
C 0.751 0.180 -0.480
O 2.540 -0.940 0.774
P -0.499 -1.236 -0.096
H -3.983 0.296 0.096
H -3.138 -0.285 1.454
H -2.057 -0.125 -1.539
H 2.909 0.279 -0.923
H 2.329 -1.826 0.829
H 2.301 -1.264 -1.341
H 0.795 2.232 -0.059
H 1.052 1.314 1.405
H -0.626 1.561 0.432
H 0.509 0.407 -1.576
H -0.332 -1.116 1.237

Summary:
Kohn-Sham gap (eV): 9.80
LUMO (Eh): 0.03765
SMILES string: C=CP[C@@H](C)CO
E_HOMO (eV): -8.778

Atomic partial charges in e from the Löwdin method, atoms 1 to 2: atom 1 (C): -0.07, atom 2 (C): -0.42

---

#b
The molecule C5H11OP, computed with ωB97M-V/def2-TZVPD.

Positions of all 18 atoms, in Å:
C 2.722 -0.381 -0.217
C -2.245 1.295 0.151
C -1.506 -1.122 -0.417
C 1.371 -0.471 0.562
C -1.158 0.251 0.249
O 1.046 2.169 0.107
P 0.391 0.869 -0.246
H 3.258 -1.305 0.140
H 2.673 -0.480 -1.246
H 3.306 0.460 0.009
H -2.475 1.486 -0.866
H -3.162 0.834 0.611
H -1.870 2.154 0.850
H -0.882 -1.907 0.026
H -1.308 -1.022 -1.532
H -2.564 -1.226 -0.281
H 1.009 -1.525 0.593
H 1.395 -0.079 1.509

Summary:
Kohn-Sham gap (alpha / beta) (eV): 7.66 / 7.67
LUMO (alpha / beta) (Eh): -0.03376 / -0.03212
E_HOMO (alpha / beta) (eV): -8.581 / -8.544

Atomic partial charges in e from the Löwdin method, atoms 1 to 2: atom 1 (C): -0.16, atom 2 (C): -0.15

---

#c
A cluster of 2 separate species, C5H11OP in total, computed with ωB97M-V/def2-TZVPD.

Positions of all 18 atoms, in Å:
C -1.420 -0.086 0.321
C -1.154 1.323 0.527
C -0.311 -1.014 0.891
C -2.084 -0.666 -0.944
C -0.336 2.356 0.534
O -2.265 0.806 1.178
P 3.206 -0.529 -0.416
H 0.563 -0.993 0.166
H -0.723 -2.020 0.894
H -0.034 -0.648 1.834
H -1.320 -1.213 -1.397
H -2.455 0.154 -1.424
H -3.002 -1.287 -0.752
H -0.725 3.332 0.831
H 4.254 -0.273 0.429
H 0.470 2.420 -0.160
H 3.408 -1.712 -1.039
H 3.928 0.050 -1.472

Summary:
Kohn-Sham gap (eV): 10.05
LUMO (Eh): 0.03135
SMILES string: C=C1OC1(C)C.P
E_HOMO (eV): -9.192

Atomic partial charges in e from the Löwdin method, atoms 1 to 2: atom 1 (C): -0.40, atom 2 (C): -0.31

---

Which structure wins on stability? #b wins.